Entry 1:
This record from the Open Molecules 2025 dataset describes C24H22BrCrN4O7 as an isolated structure. The level of theory is ωB97M-V with the def2-TZVPD basis set.

Last column: Löwdin charge in e.
Cartesian coordinates (Å):
Br  2.74233  -0.55413  -2.20816  0.991
Cr  0.12246  -0.54974  -1.17579  0.849
O  1.36970  -1.50386  0.37950  -0.029
O  -2.39631  0.69984  1.19693  0.073
O  -3.49589  -4.77693  -2.30008  0.147
O  0.23868  -2.23060  -2.27181  -0.139
O  0.06783  -0.41357  4.80643  0.118
O  -5.36555  -3.59566  -2.06145  0.111
O  -0.92798  -4.15276  -2.35176  0.083
N  -0.39954  -0.30226  0.77490  0.094
N  -1.88525  -0.74278  -1.79071  0.097
N  -1.12916  0.10080  2.96995  0.227
N  -4.01233  -1.22234  -1.80093  0.200
C  -0.29436  3.69442  -0.85824  -0.060
C  -0.43160  2.29083  -0.90204  -0.119
C  1.25710  -2.50960  3.11274  -0.161
C  4.26647  3.30249  -2.38132  -0.074
C  -3.51966  1.19247  -1.67416  0.012
C  1.97513  3.47205  -1.62225  -0.166
C  2.34656  -0.22720  2.88345  -0.150
C  2.22929  1.22246  2.43764  -0.055
C  -0.02949  -0.43066  3.60138  -0.419
C  0.88757  4.27442  -1.20842  -0.032
C  -1.36200  0.20295  1.59850  -0.484
C  1.82038  2.06154  -1.67893  -0.221
C  3.21042  4.06431  -1.97691  -0.033
C  -3.36037  -2.42415  -1.94616  -0.052
C  4.13798  1.90281  -2.45212  -0.114
C  1.03841  -1.03713  2.70861  -0.303
C  0.66052  -0.97399  1.25445  -0.431
C  -2.03440  -2.10103  -1.95870  -0.110
C  -0.82607  -2.93559  -2.20511  -0.539
C  0.00985  -3.36209  2.95217  -0.063
C  0.57856  1.45265  -1.31413  -0.154
C  -4.16093  -3.66432  -2.10349  -0.488
C  2.94941  1.32254  -2.11148  -0.568
C  -3.10834  -0.23186  -1.72493  -0.298
H  0.20442  -4.39304  3.24623  0.082
H  1.45432  1.75382  2.99363  0.086
H  -1.36620  1.87395  -0.55289  0.050
H  1.99540  1.30767  1.37372  0.071
H  -1.85367  0.47694  3.56200  0.168
H  -2.85913  1.79454  -2.29500  0.090
H  2.06419  -2.89814  2.48963  0.125
H  1.60232  -2.51489  4.14747  0.126
H  3.12213  -0.74168  2.31316  0.127
H  -4.53444  1.28751  -2.05772  0.091
H  -2.50359  -4.61299  -2.35798  0.080
H  -0.33005  -3.38294  1.91445  0.080
H  -1.12864  4.29919  -0.52715  0.108
H  4.97071  1.29410  -2.77597  0.104
H  1.01713  5.34801  -1.16322  0.113
H  -3.48331  1.56139  -0.65046  0.071
H  3.16729  1.75134  2.60524  0.083
H  2.61515  -0.28695  3.93921  0.127
H  -0.80962  -2.99848  3.57457  0.082
H  5.20635  3.76484  -2.65000  0.107
H  -5.01778  -1.14077  -1.80617  0.178
H  3.29762  5.14221  -1.92034  0.113

Properties
E_HOMO (spin up / spin down) = -8.45 / -8.65 eV
orbital gap (spin up / spin down) = 0.286 / 0.308 hartree
molar mass = 610.361 g/mol
ΔE to the lowest compared entry with this formula, charge and spin = 0.0 kcal/mol
spin multiplicity = 4
charge = 0
calculated total energy = -5292.16470 a.u.
maximum force = 0.6 eV/A

Entry 2:
This record from the Open Molecules 2025 dataset describes C24H22Cl2N4PdS as an isolated structure in a non-equilibrium geometry. The level of theory is ωB97M-V with the def2-TZVPD basis set.

Last column: Löwdin charge in e.
Cartesian coordinates (Å):
Pd  0.21499  0.40846  0.37092  0.651
Cl  -0.88723  2.22522  2.44188  0.556
Cl  1.06125  2.92136  0.40161  0.575
S  -2.15285  0.74416  -0.46940  0.701
N  -0.12540  -1.27140  -1.07879  -0.020
N  -3.64769  -1.35195  -1.02353  0.147
N  -1.40741  -1.72843  -1.18033  0.020
N  2.22778  -0.18584  -0.55535  0.019
C  0.30178  3.43314  1.94666  -0.884
C  -2.99710  -1.74138  3.73441  -0.153
C  0.77721  -3.20306  -2.30706  0.014
C  4.57507  -1.26551  -1.54430  -0.002
C  -1.30784  -4.49562  1.65564  -0.040
C  -4.83774  -0.26772  5.22325  -0.023
C  4.60025  -0.10360  -0.80499  -0.006
C  -2.58729  -0.60038  4.46560  -0.013
C  3.35162  -1.88101  -1.78522  0.019
C  -2.84996  -6.15191  3.25737  -0.044
C  0.86433  -1.92208  -1.54015  -0.220
C  -2.12843  -6.68720  2.19734  -0.050
C  -2.42010  -0.86969  -0.91111  -0.804
C  3.39795  0.39942  -0.32124  -0.103
C  -0.20896  -0.96530  1.80115  -0.009
C  -1.34590  -5.85274  1.40394  -0.068
C  -2.05532  -3.93572  2.70868  -0.176
C  -2.01556  -2.50672  2.97697  -0.142
C  -3.50105  0.11868  5.20625  -0.046
C  -4.36197  -2.09434  3.72807  -0.018
C  -1.05692  -1.70927  2.40095  -0.034
C  2.20117  -1.31381  -1.28160  -0.212
C  -5.26336  -1.37385  4.47751  -0.035
C  -2.80767  -4.79433  3.51938  -0.018
H  -3.43603  -6.80151  3.89414  0.120
H  1.31508  -3.10647  -3.25072  0.107
H  1.24113  -4.01578  -1.74343  0.113
H  -3.33339  -4.39822  4.38035  0.122
H  -1.53782  -0.33102  4.48004  0.112
H  3.30624  -2.79276  -2.36402  0.121
H  -0.69064  -3.84292  1.04563  0.090
H  -4.42439  -0.73369  -0.84817  0.121
H  -6.30683  -1.66140  4.48440  0.121
H  -0.19092  4.37999  1.77894  0.047
H  -0.76342  -6.27413  0.59346  0.108
H  -1.58484  -2.70521  -1.35701  0.148
H  -3.84657  -2.24048  -1.45748  0.133
H  -0.23984  -3.49005  -2.55485  0.078
H  3.38261  1.29987  0.27742  0.090
H  -3.17582  0.97136  5.78740  0.119
H  -2.16111  -7.75079  1.99934  0.117
H  1.07812  3.49872  2.69436  0.044
H  -4.69924  -2.92581  3.12194  0.123
H  5.48918  -1.69435  -1.93379  0.132
H  5.52635  0.41177  -0.59209  0.128
H  -5.55446  0.29062  5.81208  0.122

Properties
E_HOMO (spin up / spin down) = -12.41 / -13.99 eV
orbital gap (spin up / spin down) = 0.229 / 0.177 hartree
molar mass = 575.861 g/mol
ΔE to the lowest compared entry with this formula, charge and spin = 13.5 kcal/mol
spin multiplicity = 5
charge = +2
calculated total energy = -2592.51381 a.u.
maximum force = 1.4 eV/A

Entry 3:
This record from the Open Molecules 2025 dataset describes C24H22F3NOReSi as an isolated structure in a non-equilibrium geometry. The level of theory is ωB97M-V with the def2-TZVPD basis set.

Last column: Löwdin charge in e.
Cartesian coordinates (Å):
Re  0.16921  0.04381  -1.39761  1.260
Si  0.08198  0.27019  1.22231  0.597
F  -1.44054  6.78379  -2.76501  0.155
F  -0.72973  7.01623  -0.73794  0.153
F  0.67437  7.04189  -2.38529  0.151
O  0.38094  0.14218  -3.15815  -0.556
N  -0.09079  2.22462  -1.55267  -0.133
C  0.02179  1.78169  5.63336  -0.089
C  0.41550  -5.94926  -1.59729  -0.046
C  0.05783  0.87846  2.98155  -0.313
C  0.66967  -3.52016  -1.37556  -0.171
C  -1.22621  2.85901  -1.23336  -0.104
C  -1.84433  -3.20901  -2.64695  -0.066
C  -0.66099  2.02196  3.34371  -0.116
C  1.64030  -6.15826  -1.03545  -0.088
C  2.42312  -5.04721  -0.65021  -0.084
C  1.95022  -3.77817  -0.81887  -0.052
C  -0.44131  6.46596  -1.92815  -0.592
C  -1.36245  -4.46109  -2.42220  -0.042
C  -1.05048  -2.11658  -2.21314  -0.223
C  -0.09395  -4.63973  -1.79180  -0.165
C  1.38578  -1.07003  0.97047  -0.305
C  -0.68267  2.47078  4.65390  -0.090
C  -1.72706  -0.23474  0.70426  -0.242
C  0.14965  -2.20156  -1.57403  -0.197
C  0.76062  0.20106  3.97967  -0.101
C  -1.37395  4.22246  -1.34529  0.025
C  0.93026  2.94452  -2.01283  -0.101
C  0.87127  4.32356  -2.14748  0.036
C  0.74285  0.64691  5.29439  -0.085
C  -0.29759  4.96940  -1.80667  -0.097
H  0.00840  2.13044  6.65783  0.102
H  1.16830  -2.00599  1.49976  0.050
H  1.29292  0.10665  6.05415  0.103
H  -2.03785  2.24043  -0.87382  0.109
H  -1.85052  -0.47463  -0.36335  -0.030
H  1.81937  2.39137  -2.28172  0.114
H  -1.91717  -5.33815  -2.73397  0.108
H  2.36194  -0.69816  1.29095  0.043
H  -2.37917  0.61881  0.90376  0.018
H  -2.31083  4.68975  -1.07609  0.132
H  -1.24573  3.35808  4.91345  0.102
H  -0.19231  -6.78713  -1.91901  0.108
H  -1.42817  -1.10656  -2.42285  0.049
H  -2.11529  -1.10088  1.24644  0.041
H  2.01805  -7.16301  -0.89914  0.099
H  1.32887  -0.68738  3.72998  0.093
H  2.58144  -2.94800  -0.53402  0.097
H  1.46478  -1.33681  -0.08290  -0.078
H  -1.21320  2.57251  2.58868  0.094
H  1.72832  4.86554  -2.51855  0.127
H  -2.79170  -3.04743  -3.14310  0.102
H  3.40623  -5.20215  -0.22412  0.100

Properties
E_HOMO (spin up / spin down) = -7.13 / -7.07 eV
orbital gap (spin up / spin down) = 0.240 / 0.232 hartree
molar mass = 611.733 g/mol
ΔE to the lowest compared entry with this formula, charge and spin = 75.4 kcal/mol
spin multiplicity = 4
charge = 0
calculated total energy = -1724.95174 a.u.
maximum force = 2.2 eV/A

Entry 4:
This record from the Open Molecules 2025 dataset describes C24H22F6IPPdSbTe as an isolated structure. The level of theory is ωB97M-V with the def2-TZVPD basis set.

Last column: Löwdin charge in e.
Cartesian coordinates (Å):
I  0.98298  2.50585  -0.65115  1.333
Te  2.85746  0.98364  3.97884  1.583
Sb  -1.27693  0.51683  3.49187  1.441
Pd  0.85543  0.43865  1.09510  0.536
P  -0.57924  -0.54952  -0.78935  1.095
F  -0.24129  0.47145  5.01851  -0.320
F  -2.37249  1.89132  3.99447  -0.262
F  -1.76524  0.67297  1.65091  -0.409
F  -2.44926  -0.90978  3.51014  -0.293
F  0.06273  -0.77762  2.77462  -0.448
F  0.10743  1.77762  2.80542  -0.500
C  4.91354  0.81043  4.38078  -0.351
C  -0.70258  3.90344  -2.51817  -0.095
C  -1.12646  0.10020  -2.40303  -0.255
C  -1.10311  1.45804  -2.79542  -0.177
C  1.08158  -1.17890  -0.98928  -0.422
C  3.21551  -1.24972  -2.09157  0.012
C  -1.91750  3.13456  -4.42871  0.133
C  2.55277  2.74445  5.08658  -0.321
C  3.82661  -1.67466  -0.90778  0.008
C  -2.25678  -0.54006  -4.46985  0.039
C  -3.48185  -3.83467  0.90229  0.026
C  -1.69715  -0.86502  -3.24630  -0.023
C  1.69085  -1.64156  0.20768  -0.192
C  -2.94916  -1.51285  0.31157  0.053
C  -2.26454  -4.19724  0.34307  0.112
C  1.85920  -0.96681  -2.12831  -0.062
C  3.06913  -1.87750  0.23269  -0.024
C  -0.49502  2.56862  -2.11829  -0.492
C  -1.70819  -1.87048  -0.25183  -0.315
C  -1.76459  1.78948  -4.02237  -0.127
C  -2.30190  0.79479  -4.84933  0.091
C  -3.85842  -2.51317  0.83350  0.089
C  -1.43117  4.19521  -3.64621  0.056
C  -1.34807  -3.19879  -0.19719  0.046
H  -1.99045  -5.24407  0.27008  0.153
H  1.41216  -0.60397  -3.04565  0.121
H  -1.70731  -1.90413  -2.94085  0.123
H  -2.75275  1.07782  -5.79352  0.156
H  3.80817  -1.13966  -2.99101  0.141
H  5.43309  1.58281  3.81260  0.041
H  -2.43414  3.34464  -5.35879  0.159
H  -0.26468  4.71375  -1.94940  0.113
H  3.16520  3.52209  4.63106  0.046
H  -4.13955  -4.58139  1.32806  0.153
H  1.07970  -2.04890  1.01015  0.101
H  -3.22190  -0.46949  0.42004  0.125
H  1.49599  2.98867  5.05664  0.022
H  -4.84549  -2.20300  1.15618  0.155
H  3.52946  -2.27137  1.12992  0.133
H  2.88826  2.54615  6.10340  0.049
H  4.88911  -1.88100  -0.89688  0.140
H  -2.67290  -1.30890  -5.10756  0.148
H  -1.59506  5.22322  -3.94457  0.155
H  5.25147  -0.18037  4.09081  0.023
H  -0.37585  -3.53205  -0.54229  0.135
H  5.06318  0.96996  5.44771  0.043

Properties
E_HOMO (spin up / spin down) = -19.81 / -20.78 eV
orbital gap (spin up / spin down) = 0.282 / 0.207 hartree
molar mass = 938.086 g/mol
ΔE to the lowest compared entry with this formula, charge and spin = 48.7 kcal/mol
spin multiplicity = 6
charge = +4
calculated total energy = -2800.54675 a.u.
maximum force = 1.0 eV/A